*a*
DFT (ωB97M-V/def2-TZVPD) results for a cluster of 12 separate species, C70H176N12O23 in total.

LUMO level (eV): 0.4
HOMO (hartree): -0.30268
SMILES string: COC[C@H](C)N.COCCNCCOC.COCCNCCOC.COCCNCCOC.COCCNCCOC.COCCNCCOC.COCCNCCOC.COCCNCCOC.COCCNCCOC.COCCNCCOC.COCCNCCOC.COCCNCCOC
Charge: 0

Positions of all 281 atoms, in Å:
C 1.0157 1.1793 1.2697
O 0.7631 0.7400 -0.0226
C 0.4698 -0.6424 -0.0260
C 0.3317 -1.1508 -1.4078
C -0.5838 -0.3309 -2.3274
N -0.1095 -2.5478 -1.2324
H 0.2110 1.0002 2.0085
H 1.2464 2.2274 1.2642
H 1.8661 0.5995 1.6116
H 1.2881 -1.1688 0.4904
H -0.4693 -0.8368 0.5163
H 1.3387 -1.2385 -1.8999
H -0.1817 0.6223 -2.6846
H -1.5309 -0.1090 -1.7465
H -0.9080 -0.9623 -3.1668
H -1.0477 -2.6434 -0.8530
H -0.1659 -3.0015 -2.1688
C 2.8781 -6.4581 -0.5451
O 3.3035 -5.0862 -0.4627
C 2.8986 -4.4338 -1.7125
C 3.4679 -3.0503 -1.8418
N 4.9177 -3.1961 -1.9752
C 5.5937 -1.9097 -2.2350
C 5.3376 -0.8983 -1.1612
O 5.4706 -1.6260 0.0619
C 4.9680 -0.9808 1.1773
H 3.4939 -6.9504 -1.3560
H 1.8648 -6.5157 -0.9191
H 2.9987 -7.0154 0.3621
H 1.7985 -4.5017 -1.7176
H 3.2859 -5.0889 -2.4753
H 3.2161 -2.4871 -0.9584
H 3.0586 -2.5339 -2.6970
H 5.2349 -3.4943 -1.0344
H 5.2270 -1.5080 -3.2130
H 6.6732 -2.1298 -2.2852
H 4.3448 -0.3848 -1.1772
H 6.1350 -0.1071 -1.1904
H 3.9357 -0.6249 0.9166
H 5.5902 -0.1877 1.5857
H 4.9554 -1.7800 1.9514
C 10.3872 -0.1559 5.2362
O 10.2805 0.7295 4.1309
C 8.9932 0.6388 3.4613
C 8.9962 1.5721 2.2809
N 7.6015 1.7717 1.8204
C 7.2757 2.7303 0.8287
C 5.7921 2.9754 0.7284
O 5.3495 3.3940 1.9810
C 4.0316 3.0116 2.1920
H 11.4198 -0.0069 5.6368
H 10.2127 -1.2204 5.0404
H 9.7729 0.2091 6.0679
H 8.1528 0.9872 4.1111
H 8.7687 -0.3822 3.1608
H 9.6537 1.1905 1.4898
H 9.3735 2.5855 2.5742
H 7.0755 2.0108 2.6554
H 7.4719 2.3372 -0.1895
H 7.8440 3.6877 0.9176
H 5.3336 2.0305 0.4689
H 5.5533 3.7542 -0.0043
H 3.3365 3.5523 1.5115
H 3.7478 3.2825 3.2201
H 3.9027 1.9513 1.9877
C -0.5707 3.1882 4.2880
O 0.0615 4.4293 4.3951
C 1.0940 4.5632 5.3329
C 1.5844 5.9655 5.3403
N 2.5159 6.2360 4.2210
C 1.8930 6.0478 2.9116
C 2.7959 6.5491 1.8050
O 2.2066 6.0574 0.5983
C 3.0739 6.1939 -0.5571
H -1.5386 3.3630 3.7751
H -0.8171 2.8719 5.3389
H 0.0196 2.4388 3.7174
H 1.9170 3.8907 5.1445
H 0.6343 4.2831 6.3274
H 2.1208 6.1567 6.3157
H 0.7210 6.6471 5.3476
H 2.8494 7.1526 4.3245
H 0.9820 6.6220 2.8771
H 1.7313 4.9426 2.8220
H 3.7949 6.0638 1.8576
H 2.9358 7.6496 1.8027
H 4.1012 5.8962 -0.3270
H 3.0239 7.2155 -0.9008
H 2.6576 5.5972 -1.3783
C 3.2989 -4.5198 2.9217
O 2.1988 -3.6667 2.7895
C 1.2000 -4.0448 1.8253
C -0.1164 -3.4161 2.2328
N -0.6119 -4.1491 3.3863
C -1.8830 -3.6665 3.9463
C -2.3394 -4.5446 5.0580
O -3.5225 -3.9741 5.6513
C -3.8924 -4.7042 6.8227
H 3.0582 -5.5155 2.4672
H 3.5232 -4.6253 3.9682
H 4.1597 -4.2055 2.3054
H 1.1878 -5.1477 1.8320
H 1.3473 -3.7377 0.7523
H -0.7786 -3.4746 1.3589
H 0.0354 -2.3641 2.5369
H 0.0445 -4.0304 4.1456
H -2.6880 -3.6715 3.1698
H -1.7008 -2.6189 4.2386
H -1.5536 -4.6964 5.8109
H -2.6162 -5.5599 4.7346
H -4.6800 -4.0778 7.2773
H -3.0215 -4.8170 7.5112
H -4.3358 -5.6826 6.6467
C -3.7808 -5.0755 -3.9936
O -2.3823 -5.4212 -4.2166
C -1.5464 -4.3099 -4.3688
C -0.0955 -4.7140 -4.4238
N 0.6671 -3.4190 -4.3647
C 1.9729 -3.3997 -5.0940
C 2.0451 -3.8700 -6.5507
O 1.7111 -5.2008 -6.8316
C 2.5994 -6.0895 -6.1937
H -4.2857 -6.0646 -3.9330
H -4.1358 -4.4768 -4.8741
H -3.9432 -4.4633 -3.0918
H -1.7791 -3.6097 -3.5704
H -1.7755 -3.7887 -5.2694
H -0.0250 -5.1322 -5.4303
H 0.1789 -5.4292 -3.6410
H 0.1743 -2.6311 -4.8302
H 2.7465 -3.9630 -4.5742
H 2.3782 -2.3782 -5.0505
H 3.0877 -3.6600 -6.8586
H 1.4624 -3.1705 -7.1600
H 3.6583 -5.7655 -6.4054
H 2.3804 -7.0092 -6.7316
H 2.3490 -6.1299 -5.1189
C -0.4851 -0.4548 -6.5953
O -1.5725 -0.9417 -5.8508
C -2.4758 0.0638 -5.5280
C -3.6693 -0.5909 -4.8604
N -4.3478 -1.5120 -5.7573
C -5.7431 -1.8064 -5.5535
C -6.3996 -2.3215 -6.8284
O -7.7581 -2.1271 -6.8273
C -8.4729 -3.0755 -6.0659
H -0.0305 0.3815 -6.0508
H -0.8436 -0.1749 -7.5915
H 0.2696 -1.2466 -6.7106
H -2.7881 0.5173 -6.4822
H -2.0605 0.7897 -4.8629
H -4.3397 0.2283 -4.5118
H -3.2974 -1.0308 -3.9071
H -3.7754 -2.3217 -5.9180
H -6.2423 -0.8605 -5.3208
H -5.9626 -2.5304 -4.7329
H -6.0516 -3.3702 -6.9558
H -6.0438 -1.7503 -7.6735
H -9.5027 -3.0243 -6.3618
H -8.4693 -2.8575 -4.9838
H -8.1236 -4.1088 -6.3174
C 1.9537 -3.4041 6.5023
O 0.7727 -2.8657 5.9902
C 0.3886 -1.5964 6.4768
C 0.1601 -0.6440 5.3225
N 1.2597 -0.4106 4.3260
C 2.3954 0.3549 4.8488
C 3.6997 -0.0487 4.2915
O 4.0437 -1.3382 4.7953
C 5.4837 -1.4048 4.9622
H 2.2849 -4.1720 5.7803
H 1.8592 -3.8515 7.5088
H 2.7388 -2.6244 6.5388
H 1.1754 -1.2282 7.2062
H -0.5292 -1.7189 7.0413
H -0.1448 0.3398 5.7175
H -0.6398 -1.0885 4.8178
H 1.5849 -1.2775 3.9188
H 2.3614 0.3874 5.9436
H 2.2964 1.3992 4.4445
H 4.4043 0.7509 4.4698
H 3.6009 -0.0938 3.1890
H 6.0310 -1.4428 4.0536
H 5.7461 -2.3372 5.4723
H 5.8292 -0.5625 5.5894
C 3.2591 1.9629 -2.0099
O 2.9761 3.2793 -2.2971
C 3.0079 3.6220 -3.6859
C 2.4079 4.9738 -3.9722
N 2.3676 5.2288 -5.3938
C 1.7633 6.5111 -5.6774
C 2.6459 7.7190 -5.4250
O 2.9350 7.9749 -4.0982
C 3.8179 9.0125 -3.9372
H 2.5840 1.2116 -2.3294
H 3.3766 1.8351 -0.9100
H 4.2818 1.7388 -2.3687
H 2.3647 2.9093 -4.2400
H 4.0474 3.4311 -4.1044
H 3.0014 5.7592 -3.4890
H 1.3488 5.0645 -3.6291
H 1.6987 4.5686 -5.7531
H 0.8377 6.6676 -5.1286
H 1.5113 6.5768 -6.7628
H 2.2573 8.6352 -5.8647
H 3.6268 7.5971 -5.9044
H 4.0209 9.0705 -2.8537
H 3.3652 9.9443 -4.2133
H 4.7248 8.8101 -4.4994
C -9.4077 -2.8081 0.2787
O -9.0563 -1.9641 1.3177
C -7.7122 -2.2435 1.7076
C -7.2988 -1.3555 2.8548
N -5.8612 -1.4264 3.0900
C -5.3259 -0.4260 3.9825
C -3.8023 -0.4271 3.9654
O -3.3730 -0.3146 2.6619
C -1.9748 -0.1172 2.5553
H -10.5118 -2.7078 0.1167
H -9.1558 -3.8443 0.5591
H -8.8065 -2.5745 -0.6296
H -7.1058 -1.9358 0.8488
H -7.6755 -3.2984 1.8557
H -7.7552 -1.6429 3.8030
H -7.7114 -0.3376 2.6193
H -5.3845 -1.2260 2.2421
H -5.5387 -0.6364 5.0114
H -5.7980 0.5267 3.7737
H -3.4609 -1.2849 4.5038
H -3.4991 0.4501 4.5338
H -1.6460 0.5969 3.3409
H -1.6830 0.2404 1.5863
H -1.4819 -1.0562 2.7831
C -6.4788 5.1501 -1.2610
O -5.1764 4.8136 -0.7919
C -4.7910 5.5791 0.3226
C -3.5898 4.8971 0.8696
N -2.5165 4.8070 -0.1026
C -1.5106 3.8681 0.2031
C -0.7475 3.6676 -1.0764
O -1.6540 3.1900 -2.1104
C -1.1174 3.2965 -3.4280
H -7.1908 5.1282 -0.4298
H -6.7390 4.3942 -1.9958
H -6.5260 6.0819 -1.7970
H -5.5556 5.5884 1.0881
H -4.5955 6.6168 0.0215
H -3.9566 3.8769 1.1779
H -3.3619 5.4643 1.7759
H -2.9247 4.6517 -0.9886
H -1.9251 2.9192 0.6432
H -0.7838 4.1905 0.8967
H 0.1002 2.9862 -0.9657
H -0.4156 4.6747 -1.3016
H -1.9130 3.2271 -4.1640
H -0.3519 2.5178 -3.5929
H -0.6660 4.3083 -3.6207
C -7.8570 1.3325 0.5335
O -6.5064 1.4535 0.9634
C -5.5885 1.5665 -0.0549
C -5.2681 0.2200 -0.7590
N -4.7551 -0.7739 0.2076
C -4.0375 -1.8095 -0.5616
C -3.7145 -3.0274 0.2913
O -3.0404 -3.9036 -0.6235
C -2.8912 -5.1801 -0.1008
H -8.1162 0.3028 0.2579
H -8.0586 1.9635 -0.3151
H -8.4783 1.6571 1.3684
H -4.6649 1.8872 0.4632
H -5.8483 2.3117 -0.7777
H -4.5220 0.4295 -1.5075
H -6.1674 -0.2063 -1.1859
H -4.1900 -0.2900 0.8857
H -3.0760 -1.4906 -1.0502
H -4.6867 -2.1239 -1.3599
H -4.6146 -3.5335 0.6558
H -3.0606 -2.7610 1.1387
H -2.2432 -5.7376 -0.7835
H -3.8807 -5.6320 0.0354
H -2.3904 -5.2006 0.9090

---

*b*
DFT (ωB97M-V/def2-TZVPD) results for a cluster of 12 separate species, C70H176N12O23 in total.

LUMO level (eV): 0.5
HOMO (hartree): -0.29901
SMILES string: COC[C@H](C)N.COCCNCCOC.COCCNCCOC.COCCNCCOC.COCCNCCOC.COCCNCCOC.COCCNCCOC.COCCNCCOC.COCCNCCOC.COCCNCCOC.COCCNCCOC.COCCNCCOC
Charge: 0

Positions of all 281 atoms, in Å:
C 1.6046 0.8722 -5.6112
O 1.6176 1.0820 -6.9927
C 2.1739 0.0644 -7.7673
C 2.3223 0.3857 -9.2194
C 1.0392 0.4451 -10.0139
N 3.2143 -0.4476 -10.0482
H 1.2363 1.7429 -5.0688
H 2.5024 0.4870 -5.1277
H 0.8605 0.0964 -5.4308
H 3.1636 -0.1029 -7.3424
H 1.5671 -0.8391 -7.7078
H 2.8322 1.3489 -9.2358
H 1.1141 0.7820 -11.0478
H 0.2695 1.0176 -9.4964
H 0.7477 -0.5965 -10.1485
H 3.2829 -0.1532 -11.0119
H 4.1573 -0.5501 -9.7013
C -10.5877 -2.4974 0.6352
O -9.6850 -1.5456 0.0290
C -8.6318 -2.2265 -0.7000
C -7.7267 -1.1624 -1.1660
N -6.6177 -1.5809 -1.9997
C -5.9258 -0.4267 -2.5718
C -4.6228 -0.8852 -3.2890
O -3.9693 0.1180 -4.0840
C -3.6177 1.1777 -3.2499
H -11.4022 -2.7537 -0.0423
H -11.0225 -2.0879 1.5470
H -10.1037 -3.4069 0.9912
H -9.0241 -2.7745 -1.5566
H -8.0279 -2.9183 -0.1128
H -7.4404 -0.6011 -0.2766
H -8.4388 -0.6341 -1.7999
H -5.9965 -2.2172 -1.5209
H -5.6825 0.2194 -1.7283
H -6.6225 -0.0276 -3.3090
H -4.8515 -1.6680 -4.0122
H -3.9069 -1.3051 -2.5823
H -3.3738 0.7737 -2.2674
H -4.3965 1.9322 -3.3606
H -2.7936 1.7449 -3.6827
C 0.2802 -4.9268 0.6709
O 0.7733 -5.5223 -0.4952
C -0.0422 -5.4521 -1.6848
C 0.3113 -6.5783 -2.6858
N -0.3513 -7.8648 -2.3770
C 0.2168 -8.4633 -1.1786
C -0.1695 -9.9322 -0.8786
O -1.4454 -10.0865 -0.2806
C -1.7394 -11.4318 0.1105
H 0.9871 -4.9736 1.4993
H -0.5373 -5.5561 1.0227
H -0.0786 -3.9002 0.5967
H 0.1531 -4.4945 -2.1675
H -1.1044 -5.5186 -1.4498
H 1.3897 -6.7135 -2.7683
H 0.0031 -6.2007 -3.6607
H -1.3243 -7.6798 -2.1789
H 0.1335 -7.8963 -0.2514
H 1.3039 -8.4577 -1.2581
H 0.6264 -10.3731 -0.2784
H -0.1744 -10.4148 -1.8560
H -0.8806 -12.1027 0.1317
H -2.5243 -11.8131 -0.5427
H -2.1408 -11.3821 1.1227
C 4.5236 0.8720 -2.4802
O 5.8687 1.2926 -2.0369
C 6.0547 2.5951 -2.6395
C 7.5769 2.8863 -2.4883
N 8.3692 2.1997 -3.4956
C 9.7808 2.5382 -3.3655
C 10.6454 1.7497 -4.3451
O 10.4237 0.3814 -4.0991
C 11.2806 -0.4825 -4.8551
H 4.2297 -0.0467 -1.9726
H 4.4124 0.6529 -3.5422
H 3.8022 1.6540 -2.2428
H 5.5771 3.3631 -2.0311
H 5.6947 2.6207 -3.6680
H 7.8536 2.6010 -1.4733
H 7.8232 3.9318 -2.6732
H 8.2355 1.2010 -3.5652
H 10.2031 2.3673 -2.3753
H 9.7759 3.5814 -3.6814
H 11.6818 2.0040 -4.1229
H 10.2635 1.9049 -5.3541
H 11.4523 -0.0612 -5.8456
H 10.8592 -1.4849 -4.9312
H 12.3084 -0.4285 -4.4961
C -1.0630 12.2480 -4.0423
O -0.6953 11.0138 -3.4544
C -0.2337 11.1767 -2.1305
C 0.3376 9.8784 -1.5205
N 1.0481 9.0487 -2.4486
C 1.3745 7.7067 -1.9829
C 1.6542 6.7387 -3.1651
O 0.4539 6.3734 -3.9193
C 0.7108 5.4305 -4.9483
H -1.8591 12.6748 -3.4322
H -1.4261 12.0434 -5.0494
H -0.2428 12.9658 -4.0291
H -0.9617 11.6652 -1.4827
H 0.5679 11.9146 -2.0982
H -0.4254 9.2581 -1.0503
H 1.0612 10.1699 -0.7593
H 0.6395 8.9998 -3.3710
H 0.5871 7.3493 -1.3193
H 2.1999 7.8065 -1.2780
H 2.1604 5.8534 -2.7802
H 2.4726 7.1772 -3.7360
H 1.1889 4.5409 -4.5383
H 1.3195 5.8184 -5.7650
H -0.2870 5.2935 -5.3651
C -2.9570 0.6990 0.4456
O -1.6143 0.4070 0.1385
C -1.3800 -0.9702 -0.2372
C 0.1441 -1.1303 -0.1313
N 0.6665 -0.5820 1.1326
C 1.8420 0.2641 0.9821
C 1.6204 1.6424 0.2905
O 1.7561 1.5916 -1.1423
C 0.8522 2.5638 -1.8069
H -3.0556 1.7724 0.6074
H -3.1782 0.2628 1.4197
H -3.5986 0.1994 -0.2803
H -1.6514 -1.1559 -1.2764
H -1.9341 -1.6825 0.3741
H 0.5490 -0.7283 -1.0601
H 0.5106 -2.1559 -0.1756
H -0.1585 -0.0615 1.3946
H 2.6797 -0.2685 0.5318
H 2.1711 0.2992 2.0206
H 2.3059 2.3973 0.6757
H 0.6557 2.0683 0.5664
H 0.7213 3.5183 -1.2970
H -0.1259 2.1097 -1.9652
H 1.3396 2.7210 -2.7691
C -3.1255 1.2684 4.6775
O -2.0941 1.3731 5.6804
C -1.1611 0.2951 5.5651
C -0.2194 0.3962 6.8656
N -0.6186 -0.2839 8.1104
C -0.5212 -1.7481 7.9019
C -1.0463 -2.3896 9.1262
O -1.1032 -3.7892 8.8734
C -1.9433 -4.4334 9.8455
H -2.7651 1.4271 3.6611
H -3.8056 2.0766 4.9464
H -3.7126 0.3501 4.6813
H -0.6615 0.4428 4.6076
H -1.7563 -0.6171 5.5231
H -0.1050 1.4454 7.1382
H 0.7691 -0.0170 6.6651
H -0.0315 -0.0274 8.8911
H 0.5303 -2.0213 7.8126
H -1.1334 -2.0830 7.0646
H -2.0035 -1.9097 9.3297
H -0.3833 -2.1647 9.9616
H -1.5127 -4.5530 10.8397
H -2.1218 -5.4658 9.5448
H -2.9382 -3.9902 9.8880
C 3.9793 3.4590 7.2401
O 3.4738 3.6205 5.8975
C 2.0734 3.6119 5.8310
C 1.5187 3.7927 4.3813
N 1.8803 5.0360 3.7815
C 1.5820 5.2307 2.3300
C 0.1603 5.0341 1.8976
O 0.1908 5.3400 0.4549
C -1.1067 5.4415 -0.1560
H 3.6237 2.4714 7.5338
H 3.5618 4.1629 7.9599
H 5.0688 3.4751 7.2101
H 1.6450 4.3130 6.5473
H 1.7167 2.6245 6.1241
H 0.4358 3.7594 4.5008
H 1.8675 2.9729 3.7533
H 2.8643 5.1867 3.9527
H 2.2630 4.5565 1.8106
H 1.9154 6.2388 2.0834
H -0.5506 5.6185 2.4818
H -0.1458 3.9890 1.9435
H -1.7187 4.5654 0.0587
H -1.0114 5.5388 -1.2374
H -1.7075 6.2905 0.1699
C -2.6049 -2.3002 3.0971
O -3.8051 -2.2540 2.3361
C -4.3448 -3.5209 1.9833
C -5.2776 -3.2801 0.7867
N -4.6278 -2.9450 -0.4640
C -4.1264 -4.2497 -1.1274
C -3.4080 -4.0540 -2.4760
O -2.3330 -3.1524 -2.3230
C -1.5709 -2.8866 -3.4538
H -2.2606 -1.2670 3.1409
H -1.7716 -2.9020 2.7346
H -2.8436 -2.5260 4.1364
H -4.8899 -3.9175 2.8398
H -3.5655 -4.2230 1.6873
H -5.8246 -2.3647 1.0126
H -6.0053 -4.0868 0.6984
H -3.7744 -2.4454 -0.2589
H -4.9417 -4.9548 -1.2891
H -3.3972 -4.7607 -0.4986
H -3.9921 -3.6166 -3.2857
H -3.1276 -5.0181 -2.9003
H -1.9995 -2.1654 -4.1497
H -1.1946 -3.7560 -3.9929
H -0.6772 -2.3693 -3.1050
C 6.4964 -2.6692 2.6608
O 5.3422 -2.5190 1.7645
C 5.7236 -2.1748 0.4254
C 4.5290 -2.3855 -0.5476
N 4.2006 -3.8246 -0.6914
C 3.0401 -4.0396 -1.5759
C 3.2480 -3.4483 -3.0143
O 2.1894 -3.8813 -3.8281
C 2.2833 -3.4941 -5.1667
H 7.1855 -3.3511 2.1624
H 6.2386 -3.0627 3.6441
H 7.0420 -1.7796 2.9752
H 6.6367 -2.6487 0.0653
H 6.1044 -1.1568 0.5073
H 4.6973 -1.8928 -1.5052
H 3.6876 -1.8259 -0.1388
H 4.1216 -4.2913 0.2008
H 2.1787 -3.5578 -1.1132
H 2.7828 -5.0985 -1.6022
H 4.2224 -3.8235 -3.3270
H 3.3846 -2.3689 -3.0808
H 2.3158 -2.4056 -5.2150
H 1.3423 -3.7886 -5.6313
H 3.1631 -3.9520 -5.6187
C -0.4938 -4.9074 4.7855
O 0.6668 -4.3881 4.0616
C 0.8543 -2.9848 4.0894
C 2.3222 -2.7680 3.6229
N 3.3130 -2.2177 4.5995
C 3.1332 -0.7685 4.5762
C 4.1554 -0.1052 5.4438
O 5.4509 -0.2661 4.8185
C 6.4875 0.3920 5.5892
H -1.4238 -4.5931 4.3117
H -0.6318 -4.3717 5.7247
H -0.5395 -5.9805 4.9711
H 0.8170 -2.6720 5.1329
H 0.0697 -2.3567 3.6676
H 2.1785 -2.1502 2.7364
H 2.7447 -3.7069 3.2651
H 4.2023 -2.5173 4.2261
H 2.1154 -0.5476 4.8978
H 3.2703 -0.3465 3.5806
H 4.2336 -0.6026 6.4105
H 3.9062 0.9473 5.5786
H 7.5089 0.3112 5.2173
H 6.4845 -0.0648 6.5789
H 6.3284 1.4596 5.7411
C -7.3039 -0.3239 3.8006
O -7.3409 0.3403 2.5513
C -6.0918 0.9058 2.1478
C -6.2615 1.9262 0.9899
N -6.4335 3.3345 1.4670
C -5.9436 4.3300 0.5317
C -6.7223 4.3754 -0.8432
O -6.0816 3.5220 -1.8089
C -6.6063 3.7435 -3.1642
H -8.2808 -0.7644 3.9998
H -7.0765 0.4258 4.5584
H -6.5843 -1.1359 3.9058
H -5.5280 0.0271 1.8344
H -5.6445 1.4378 2.9874
H -7.1057 1.7030 0.3375
H -5.4611 1.8913 0.2509
H -7.4115 3.4855 1.6687
H -4.8711 4.1765 0.4119
H -6.0383 5.3147 0.9895
H -6.6430 5.4133 -1.1665
H -7.8030 4.2347 -0.8263
H -6.0701 3.1496 -3.9044
H -6.4435 4.7996 -3.3794
H -7.6568 3.4720 -3.2682

---

Stability check: which of them is most stable? *a*.